Record 1
The following is a quantum chemistry calculation of a gas-phase ion, C22H27FNO (charge +1), from OMol25.

The geometry in XYZ format:
```
52
Properties=species:S:1:pos:R:3:forces:R:3
O -1.487 -0.872 -1.123 -0.19 -0.12 -0.02
C -2.086 0.123 -0.721 0.13 0.39 -0.02
C -3.439 0.022 -0.184 -0.47 -0.32 0.13
C -4.061 1.039 0.554 0.15 -0.23 -0.18
C -5.337 0.863 1.043 -0.26 -0.10 0.08
C -6.004 -0.329 0.786 0.31 0.09 -0.08
C -5.413 -1.357 0.064 -0.16 0.07 0.10
C -4.132 -1.177 -0.408 0.12 0.20 0.04
H -3.645 -1.957 -0.973 0.01 -0.06 -0.02
H -5.958 -2.270 -0.114 -0.07 -0.08 -0.01
F -7.240 -0.488 1.251 0.08 0.01 -0.03
H -5.828 1.631 1.618 -0.06 0.06 0.06
H -3.549 1.962 0.775 0.04 0.12 -0.01
C -1.403 1.489 -0.791 -0.01 0.02 -0.07
H -2.161 2.269 -0.740 0.05 -0.08 0.02
C -0.620 1.646 -2.111 -0.07 -0.07 0.03
H -1.091 1.035 -2.883 0.06 0.06 -0.03
H -0.666 2.683 -2.443 0.03 -0.01 0.00
C 0.846 1.239 -1.952 -0.16 0.45 -0.52
N 0.924 0.101 -1.016 -0.29 -0.44 -0.26
C 0.666 0.577 0.364 -0.18 0.25 0.68
H 1.598 0.972 0.779 -0.03 -0.14 -0.12
C -0.429 1.652 0.387 -0.11 -0.06 -0.06
H 0.012 2.648 0.322 -0.01 0.00 0.03
H -0.965 1.593 1.334 0.08 0.03 0.05
H 0.355 -0.279 0.964 0.10 0.00 -0.12
C 2.181 -0.668 -1.136 0.52 -0.42 0.07
C 2.144 -1.995 -0.382 0.09 0.06 -0.14
H 1.393 -2.642 -0.840 -0.08 0.01 0.04
H 1.866 -1.841 0.660 -0.11 0.01 0.07
C 3.516 -2.683 -0.415 -0.11 0.02 0.23
H 4.017 -2.455 -1.357 0.06 -0.06 -0.09
H 3.374 -3.763 -0.371 0.01 -0.01 -0.10
C 4.415 -2.278 0.764 0.03 -0.04 -0.22
C 4.641 -0.795 0.840 0.08 -0.04 0.19
C 5.496 -0.165 -0.060 -0.03 -0.01 0.08
C 5.671 1.207 -0.026 0.02 0.00 -0.09
C 4.994 1.972 0.910 -0.06 0.11 0.01
C 4.152 1.355 1.820 -0.04 0.08 0.02
C 3.979 -0.019 1.785 0.07 -0.07 -0.03
H 3.336 -0.496 2.511 -0.06 -0.08 0.08
H 3.640 1.943 2.569 -0.03 0.06 0.08
H 5.135 3.042 0.941 0.03 0.10 0.01
H 6.345 1.681 -0.724 0.07 0.05 -0.07
H 6.034 -0.758 -0.785 0.08 -0.08 -0.10
H 3.959 -2.625 1.693 0.03 -0.04 0.02
H 5.374 -2.786 0.652 0.00 -0.05 0.08
H 2.345 -0.875 -2.196 -0.07 0.11 0.03
H 3.004 -0.048 -0.775 -0.17 0.10 -0.12
H 0.085 -0.521 -1.246 0.46 0.30 0.11
H 1.455 2.056 -1.558 0.04 -0.12 0.03
H 1.257 0.945 -2.918 0.06 -0.06 0.15
```
Forces are in eV/Å.

Spin multiplicity: 1
Lowest unoccupied orbital energy, eV: -3.18
Total charge: +1
Kohn-Sham gap, hartree: 0.318
Strongest force on any atom, Eh/bohr: 0.0146
HOMO energy, eV: -11.84
SMILES string: O=C(c1ccc(F)cc1)[C@H]1CC[N@H+](CCCCc2ccccc2)CC1

---

Record 2
The following is a quantum chemistry calculation of a molecular structure, C22H27N11O4Tl, from OMol25.

The geometry in XYZ format:
```
65
Properties=species:S:1:pos:R:3:forces:R:3
Tl 0.950 1.552 0.953 -0.08 -0.16 0.02
O 2.364 -1.704 4.747 0.67 -0.68 0.22
C 1.967 -0.662 4.050 -1.05 1.17 0.32
O 2.264 -0.424 2.918 0.49 -0.26 -0.90
C 1.077 0.279 4.836 0.16 -0.38 0.65
C 0.807 0.084 6.207 0.06 -0.41 -0.55
C 0.089 1.065 6.843 -0.29 0.04 0.69
C -0.334 2.171 6.121 -0.68 0.89 0.51
C -0.075 2.250 4.771 0.80 -0.79 0.10
N 0.656 1.320 4.148 -0.15 0.13 -0.04
C -0.444 3.408 3.913 -0.19 0.24 -0.59
O -1.662 3.955 4.107 0.02 0.05 0.07
O 0.290 3.815 3.055 -0.34 0.07 0.25
H 3.047 -2.160 4.220 -0.25 -0.07 0.12
H 1.112 -0.815 6.747 0.08 0.36 -0.37
H -0.156 0.963 7.905 0.15 0.16 -0.43
H -0.846 3.010 6.615 0.16 -0.52 -0.14
H -2.207 3.461 4.739 0.30 0.02 -0.12
C 2.015 -2.403 -3.002 -0.46 1.24 0.62
N 2.968 -1.338 -2.720 -0.31 0.42 0.14
C 4.355 -1.700 -2.881 0.22 -0.73 0.09
C 2.581 -0.234 -1.993 -1.46 -0.48 0.43
N 1.478 -0.081 -1.307 1.13 -0.49 -0.78
N 3.453 0.822 -2.161 0.35 0.87 0.26
C 3.812 1.806 -1.242 0.01 -0.41 -0.63
N 4.662 2.724 -1.769 0.09 -0.08 -0.14
N 3.406 1.781 -0.037 0.19 0.27 1.12
H 2.436 -3.104 -3.690 0.23 -0.21 -0.60
H 1.130 -1.905 -3.411 -0.10 -0.53 -0.04
H 1.752 -2.956 -2.105 -0.17 -0.15 0.24
H 4.606 -1.857 -3.934 0.07 0.20 0.05
H 4.507 -2.659 -2.375 0.20 0.02 0.00
H 5.022 -0.986 -2.415 0.05 0.11 -0.09
H 0.989 -0.973 -1.260 0.02 0.07 0.04
H 3.932 0.838 -3.043 0.06 0.00 -0.04
H 4.917 2.776 -2.734 -0.04 -0.12 -0.15
H 5.054 3.402 -1.160 0.20 0.45 0.28
H 3.856 2.494 0.559 -0.31 -0.35 -0.64
C -1.466 -1.984 0.931 -0.42 0.41 0.23
C -2.285 -0.739 0.910 0.29 0.40 -0.48
N -1.950 0.393 1.477 -0.18 0.32 0.21
C -2.974 1.288 1.192 0.02 -0.29 0.46
C -3.919 0.662 0.445 -0.32 0.73 -0.31
N -3.470 -0.611 0.241 0.33 -0.81 -0.03
C -4.024 -1.606 -0.658 -0.03 0.63 -0.33
N -3.258 -1.737 -1.888 0.25 0.21 -0.53
N -2.495 -2.863 -2.109 -0.76 0.18 1.63
N -1.878 -2.773 -3.183 0.60 0.23 -1.73
C -2.209 -1.573 -3.829 -0.43 -0.47 1.60
C -1.820 -1.078 -5.063 0.69 -0.36 -0.20
C -2.361 0.120 -5.446 0.31 -0.38 -0.36
C -3.275 0.770 -4.631 -0.29 1.12 0.41
C -3.610 0.350 -3.363 -0.28 -0.21 0.48
C -3.081 -0.883 -2.959 0.02 -0.21 -0.61
H -0.549 -1.736 1.437 0.29 -0.07 0.44
H -1.196 -2.334 -0.054 -0.20 -0.24 -0.29
H -2.022 -2.746 1.480 0.29 -0.25 -0.10
H -3.020 2.280 1.632 0.16 -0.21 -0.28
H -4.853 1.012 0.029 0.09 -0.06 0.07
H -5.053 -1.281 -0.879 0.34 -0.37 0.00
H -4.001 -2.577 -0.174 -0.15 -0.16 -0.11
H -1.086 -1.609 -5.678 -0.36 0.14 0.23
H -2.049 0.566 -6.374 -0.14 0.07 -0.20
H -3.685 1.711 -4.982 0.00 -0.03 0.07
H -4.242 0.962 -2.718 0.05 -0.24 -0.23
```
Forces are in eV/Å.

Spin multiplicity: 1
Lowest unoccupied orbital energy, eV: -2.42
Total charge: +1
Kohn-Sham gap, hartree: 0.314
Strongest force on any atom, Eh/bohr: 0.0359
HOMO energy, eV: -10.98
Energy above the lowest of the compared OMol25 structures with the same formula, charge and spin, eV: 0.000